[1]
Entry from the Open Molecules 2025 dataset: a cluster of 20 separate species, C36H120N8O20 in total at a distorted geometry (ωB97M-V/def2-TZVPD).

```
184
Properties=species:S:1:pos:R:3:forces:R:3:mulliken_charge:R:1
H 0.802 6.910 -1.820 0.4 -0.1 0.6 0.482
H -1.957 6.101 0.340 0.1 0.5 0.1 0.162
H 1.270 0.577 6.254 0.9 -0.2 0.7 0.321
H -1.648 1.834 -6.316 -0.3 -0.4 -0.1 0.363
H -3.565 0.713 6.101 0.4 0.3 -0.2 0.290
H 1.250 -4.270 5.342 -0.5 0.6 -0.2 0.528
H -1.980 0.490 4.248 -0.6 0.5 -0.2 0.294
H 0.878 7.105 0.441 0.0 0.3 0.4 0.362
H 2.119 -1.752 -2.207 0.6 -0.3 0.6 0.383
C -3.831 1.687 6.509 -0.8 1.0 -0.8 -1.562
H -4.266 -6.664 -2.990 -0.4 0.5 0.5 0.298
C -3.257 -6.377 -2.695 0.6 0.9 0.9 -0.784
C 5.630 1.276 -4.597 -0.3 -1.3 -1.2 -0.732
H -2.305 1.662 -1.724 -0.3 0.6 -0.2 -0.391
N 1.687 6.970 1.030 0.1 0.6 -1.4 -0.829
O -1.232 -0.092 4.381 0.5 -0.3 0.1 -0.434
H -1.406 -5.872 2.196 -0.2 -0.2 0.0 0.271
H -0.107 -9.253 2.961 0.0 0.6 -0.1 0.299
H 1.133 1.934 -2.111 0.2 0.3 0.0 -0.307
O -3.798 1.904 -3.035 -1.2 -0.7 -0.3 -0.234
H 0.208 -3.152 0.733 -1.1 0.0 -0.1 0.059
H -3.935 -3.855 -1.785 -0.6 -0.4 -0.4 0.311
O 1.944 -8.701 3.326 0.0 -0.7 -0.4 -0.434
O -0.308 -1.321 -0.123 0.4 0.0 0.6 1.285
H 3.625 0.685 1.054 -0.4 0.3 0.1 0.190
H -0.068 5.455 -1.279 0.0 0.2 1.0 0.259
H 2.200 6.148 2.770 -0.1 -0.1 0.6 0.522
H 0.585 -7.563 1.280 -0.3 0.1 0.4 0.358
C 1.874 -7.313 3.045 -1.1 -0.7 -0.9 -0.491
H 1.137 -6.903 3.737 -0.2 0.5 -0.1 0.288
H 4.634 1.161 -1.995 0.0 0.4 -0.1 0.276
H -2.843 -5.724 -3.464 -0.1 0.4 0.1 0.278
C 2.581 -7.667 0.649 0.2 0.1 0.0 -1.610
C -0.519 0.976 -1.221 0.1 -2.6 0.4 3.155
H -3.815 4.965 5.606 0.1 0.1 -0.1 0.284
H 0.957 -10.399 3.647 0.2 -0.3 -0.3 0.283
H 3.399 -2.715 2.884 -0.1 -0.1 0.7 0.414
H -1.564 2.369 -4.040 0.2 -0.3 0.2 -0.808
H 1.578 -4.325 3.559 -0.2 0.5 0.0 0.223
C 0.209 2.216 -1.607 0.5 0.2 0.2 0.412
H -0.141 0.548 0.801 -0.1 -0.3 0.6 0.528
H -4.682 0.870 1.784 -1.1 0.7 1.0 0.344
H -0.873 3.152 -6.047 0.2 0.4 -0.2 0.341
C 0.629 -0.879 -5.480 -0.2 -0.1 -0.4 -0.702
H -5.190 0.998 -1.695 0.6 0.2 0.0 0.249
O 1.025 -0.010 -4.414 -0.4 0.7 -2.1 0.502
H 1.207 -0.032 -0.133 0.3 0.6 -0.5 0.059
H -2.065 3.836 -0.229 0.2 0.0 0.0 0.092
H -2.839 -2.468 1.493 -0.2 0.1 0.3 0.312
H -4.487 -5.516 0.803 0.1 -0.1 0.2 0.374
C -0.435 3.245 3.203 -0.5 0.0 0.9 0.238
O -0.692 7.321 -0.401 -0.5 -0.5 0.9 -0.637
H 1.281 -1.884 5.853 0.1 -0.4 0.4 0.480
O 3.974 -0.206 1.081 0.1 0.6 0.1 -0.581
O 1.335 2.483 -5.445 0.0 0.9 -0.3 -0.631
H -3.657 4.182 7.022 -0.1 0.3 0.2 0.309
C -3.731 1.150 2.237 1.0 -0.4 -1.2 -0.301
N 1.497 0.626 5.271 0.6 -0.4 -0.1 -0.449
H -2.424 4.421 -3.199 0.0 0.4 0.0 -0.087
H 3.407 -1.352 -4.015 0.0 0.5 0.1 0.150
C -2.176 4.385 -4.260 -1.0 -1.2 -0.2 -1.251
H 2.213 -5.264 0.969 0.9 0.6 1.0 0.297
H 4.634 -0.880 5.500 -0.5 -0.7 -0.3 0.339
C 2.474 -0.446 4.850 -0.3 0.5 0.7 1.161
H 2.870 -6.963 3.315 -0.1 0.4 -0.3 0.271
H 6.131 2.061 -4.031 0.6 -0.4 0.2 0.468
H 1.504 3.966 -4.106 0.0 -0.4 -0.4 0.281
C -2.607 -1.386 -3.429 -0.9 0.1 0.0 0.476
C 0.592 5.002 2.005 1.0 -0.9 0.1 0.561
H 4.915 -0.091 1.214 0.5 0.0 0.1 0.223
H 0.735 -1.515 -1.640 -0.4 -0.2 0.5 -0.274
N -2.916 -2.506 0.487 -0.4 -0.3 -0.9 -0.224
H -2.437 0.493 -0.735 0.0 -0.5 0.5 0.202
H -2.910 4.921 -4.863 0.0 0.3 0.2 0.547
H -3.346 4.857 -0.907 -0.1 -0.2 -0.2 0.391
H 5.899 -0.415 -3.248 0.0 -0.1 0.0 0.438
H -2.693 -7.304 -2.804 0.3 0.1 0.8 0.280
N -1.819 2.802 -6.084 -0.4 0.0 0.5 -0.827
H -5.414 -4.143 0.416 0.1 0.6 -0.1 0.329
H -3.389 -2.364 -4.924 0.0 0.1 0.1 0.336
C 1.818 -1.813 4.906 -0.6 -0.5 -0.2 -0.098
H 2.569 -5.069 4.765 1.1 0.6 -0.2 0.364
H -5.369 0.488 -3.354 0.5 -0.3 -0.2 0.345
H -1.181 4.783 -4.458 0.0 -0.1 0.1 0.300
O -1.062 -5.032 2.500 -0.9 0.3 0.7 -0.690
C -4.159 2.588 4.102 0.4 0.3 -0.1 -0.533
C 4.218 -0.861 -4.553 0.8 -0.8 -0.7 -1.102
H 0.401 2.882 -0.765 0.2 0.0 0.2 -0.401
O 1.680 4.888 -3.915 0.0 0.5 0.6 -0.586
H -4.891 1.588 6.744 -0.2 0.2 0.0 0.398
C 1.265 6.352 2.248 0.8 -1.1 0.0 0.231
H -0.537 7.430 2.425 -0.1 0.2 0.3 0.229
H 2.486 -7.240 -0.349 0.2 -0.2 -0.2 0.454
N -1.891 1.333 -0.863 0.2 -0.5 -0.2 0.442
H -1.978 -2.292 0.179 0.0 0.3 -0.3 -0.361
H -2.955 -0.458 -3.884 0.1 0.5 0.8 -0.353
H 2.532 -8.754 0.584 -0.3 0.0 0.0 0.346
H 0.138 -1.885 1.947 -0.4 0.6 -0.2 0.117
H -3.323 1.826 7.463 0.2 0.2 -0.1 0.402
H 1.207 4.372 1.363 0.6 0.2 -0.6 0.100
C 7.549 1.438 -6.095 -0.2 -1.3 -1.0 -0.803
O 6.402 0.704 -5.706 -0.1 0.5 1.9 -0.319
H 0.208 6.901 3.995 -0.6 -0.3 -0.1 0.352
H 8.431 1.252 -5.482 -0.2 0.4 0.6 0.300
N 4.153 0.563 -2.651 0.5 -0.1 -0.2 -0.470
O -2.541 -2.303 -4.478 0.9 -1.3 -1.2 -0.616
O -3.544 1.363 3.618 -0.9 0.6 0.4 -0.364
H -3.884 3.427 3.463 0.3 0.0 -0.4 0.158
H 3.551 -1.381 -0.176 0.0 0.1 0.2 0.220
H -4.448 2.829 -4.707 -0.1 0.0 -0.6 0.408
O 0.532 4.235 3.215 -0.2 1.6 -0.7 -0.556
C 1.995 -4.167 4.554 0.3 0.6 0.7 -0.739
H 3.863 -0.328 -5.435 -0.3 -0.3 0.0 0.330
H 0.973 -5.595 0.312 -1.2 0.0 -0.3 0.244
H -5.244 2.531 4.011 -0.2 -0.3 0.4 0.436
O 3.491 -1.718 -1.070 -0.2 -1.3 -0.2 -0.670
H -2.324 -4.467 0.627 -0.2 -0.4 0.2 -0.438
H 1.757 5.301 -4.774 0.0 0.0 -0.2 0.287
H 3.581 -7.470 1.037 0.1 0.3 -0.1 0.377
C -2.923 4.463 0.017 0.2 0.5 -0.3 -0.521
C 3.720 -0.359 5.787 -0.2 0.4 -0.4 -1.606
N 1.312 -5.612 1.264 0.7 -0.1 -0.9 -0.355
H 3.757 -0.982 -1.622 0.4 1.0 -0.5 0.367
C -3.159 -3.931 0.177 -0.6 -0.9 1.5 1.458
H 0.481 -0.395 -6.445 0.3 1.0 0.2 0.370
H -3.317 -1.809 -2.718 -0.1 0.7 0.6 0.196
C 0.377 -2.088 0.903 0.2 -1.1 -0.6 -0.667
H 1.074 -1.982 4.128 -0.6 0.9 -0.2 -0.209
H -0.325 2.861 4.218 -0.3 -0.9 -0.3 0.325
O 2.717 -2.880 4.679 0.0 -2.2 0.3 -0.616
H 2.714 -0.291 3.798 0.3 0.4 0.0 -0.275
C 0.120 0.048 -0.132 0.2 1.5 1.1 -2.240
C 1.505 -7.036 1.536 0.9 -1.2 1.1 0.300
H -0.349 -1.336 -5.331 0.1 -0.3 0.6 0.011
H -0.769 6.624 -2.307 -0.4 -0.1 -0.2 0.429
H -1.635 -1.271 -2.949 0.0 -0.1 -0.2 0.001
H 1.389 -1.621 -5.725 0.0 -0.3 0.5 0.305
H 1.636 2.296 -6.335 0.1 0.1 -0.2 0.272
H 4.861 1.805 -5.160 -0.8 0.0 0.5 0.232
H -5.956 2.018 -2.885 0.3 0.7 -0.1 0.328
H 1.112 -0.559 -3.631 0.0 -0.7 1.0 -0.031
O -3.115 -5.764 -1.326 -0.5 -1.7 -2.1 -0.393
H -1.580 -0.970 4.224 0.0 -0.3 0.0 0.231
O -2.573 5.577 0.856 -0.6 -1.1 0.1 -0.555
H -0.330 5.097 1.431 -0.6 0.1 0.7 -0.399
H -2.224 -3.948 -1.756 0.4 0.0 -0.1 0.458
H -0.332 2.517 2.398 0.4 -0.4 0.0 -0.198
H -0.437 0.291 -2.065 -0.5 0.2 -0.8 -1.364
H 4.104 0.659 5.861 -0.6 0.3 0.0 0.428
H 3.415 1.070 -3.118 -0.3 0.3 0.3 -0.141
C -3.623 2.163 -4.452 -0.1 1.5 0.9 -1.248
H 3.956 -1.729 1.879 -0.2 0.1 0.1 0.363
C -3.640 2.924 5.502 0.8 -1.8 1.7 0.729
H -3.296 1.963 1.656 -0.1 0.1 0.0 -0.002
C -3.113 -4.363 -1.280 -0.1 1.4 -0.1 -0.741
H -0.619 8.261 -0.580 0.0 0.0 -0.3 0.255
H -0.432 2.767 -2.295 0.2 0.1 -0.2 -0.294
H 0.901 8.226 3.212 -0.1 0.2 -0.5 0.403
H -3.694 1.248 -5.041 0.1 -0.1 0.0 0.457
H 1.089 -9.999 1.891 0.1 0.0 0.0 0.263
C -2.273 2.899 -4.675 0.6 -0.4 -0.1 1.936
H 1.330 1.630 -5.010 -0.2 -1.1 0.6 0.289
C -4.476 -4.430 0.891 1.1 -0.5 -0.8 -1.576
H 2.287 6.392 0.459 0.4 -0.3 0.3 0.316
C 5.052 0.083 -3.720 0.1 1.5 0.0 0.311
O 4.107 -2.598 2.250 0.3 -0.5 -0.5 -0.700
H -3.661 3.783 0.443 0.0 0.4 0.5 0.320
H 4.848 -1.692 -4.871 0.0 0.1 -0.4 0.379
H 0.547 0.500 4.951 0.0 -0.4 -1.2 0.062
H -4.480 -4.187 1.954 0.0 0.2 -0.1 0.416
C -0.140 6.533 -1.421 -0.1 0.5 -2.8 -0.884
N -4.136 4.166 6.133 -0.9 -0.8 -0.4 -0.751
H -1.451 3.626 3.106 -0.2 0.4 -0.1 0.094
H -2.563 3.092 5.500 0.4 -0.6 -0.9 0.048
C 0.921 -9.610 2.895 0.3 0.3 0.9 -0.751
H 7.344 2.487 -6.308 0.1 0.1 0.2 0.323
H 1.459 -2.183 0.810 0.4 1.3 -0.3 -0.017
H -3.223 0.245 1.902 0.8 0.0 0.6 -0.080
C -5.115 1.342 -2.727 0.5 0.1 -0.5 -0.939
H -0.143 -5.039 2.234 0.8 -0.1 -0.3 0.121
H 3.427 -0.673 6.788 0.0 -0.1 0.1 0.353
H 7.788 0.909 -7.017 0.3 0.5 -0.4 0.252
C 0.383 7.292 2.993 0.2 0.1 1.1 -1.552
O 1.200 -1.670 -2.463 -0.5 -0.1 -1.0 -0.674
```
Positions in Å, forces in eV/Å.

Properties
frontier orbital gap	8.672	eV
LUMO level	-0.078	eV
charge	0
strongest force on any atom	2.89	eV Å⁻¹

***

[2]
Entry from the Open Molecules 2025 dataset: a structure of composition C18H22N2O3S at a distorted geometry (ωB97M-V/def2-TZVPD).

```
46
Properties=species:S:1:pos:R:3:forces:R:3:mulliken_charge:R:1
C 4.878 -1.438 1.478 -0.2 0.0 0.0 0.933
H -5.333 -2.459 1.717 0.2 0.2 0.0 0.382
C 6.132 -2.260 1.599 0.2 -0.1 0.1 -1.360
N -1.410 0.687 -1.461 -0.5 -1.5 -0.9 -0.292
C 4.231 -1.008 2.641 -0.3 0.2 -0.3 -0.605
O -1.836 2.323 -3.767 -0.1 -1.0 0.2 -0.388
C 2.603 0.184 1.313 -0.1 -0.2 0.0 -0.025
H -5.737 -0.010 1.469 0.3 -0.1 0.0 0.391
C -2.913 1.507 -3.298 0.3 0.4 0.0 -0.744
C -2.382 -0.077 0.886 0.2 0.4 -0.4 0.627
C -3.666 0.451 1.054 -0.1 -0.3 0.1 -0.344
H 6.533 -2.522 0.614 0.0 0.0 0.2 0.336
H -3.534 0.430 -1.551 0.4 0.1 0.0 0.313
H -3.835 1.527 0.976 0.0 -0.3 -0.1 0.415
H 2.586 0.125 3.470 0.1 0.1 -0.2 0.428
H 4.628 -1.302 3.611 -0.1 0.1 -0.1 0.371
C -1.225 0.782 0.430 1.3 1.0 1.2 -0.333
C -0.591 1.627 -3.645 -0.3 0.1 -0.1 -0.698
C 3.094 -0.204 2.567 -0.1 0.1 -0.3 -0.430
C 4.339 -1.100 0.231 -0.1 0.1 0.3 -0.949
H -0.597 0.676 -4.212 -0.2 0.4 -0.1 0.347
H -2.995 -3.348 1.547 -0.2 0.4 0.0 0.373
C -2.133 -1.427 1.113 -0.7 -0.3 0.1 -0.616
O 1.100 1.947 2.502 -0.2 -0.1 -0.6 -0.728
C -0.263 1.305 -2.198 -0.3 0.8 0.5 -0.283
H -1.397 1.895 0.431 -0.1 -0.9 0.0 0.586
O 1.539 2.207 0.042 -0.2 -0.2 0.9 -0.673
H -1.389 -0.333 -1.674 0.0 0.8 0.4 0.530
H -2.963 0.544 -3.838 0.1 0.3 -0.2 0.353
H 0.144 2.314 -4.083 0.0 -0.4 0.2 0.353
H -3.820 2.092 -3.498 0.1 -0.3 0.1 0.364
H 2.791 -0.022 -0.823 0.1 0.0 0.2 0.295
H 0.016 2.205 -1.643 -0.1 -0.1 -0.1 0.398
C 3.207 -0.289 0.145 0.0 0.0 0.3 -0.076
C -2.779 1.183 -1.815 0.3 0.3 -0.2 -0.359
C -3.203 -2.284 1.400 0.3 0.1 0.0 -0.483
H 5.944 -3.188 2.160 0.0 0.2 -0.2 0.318
C -4.728 -0.407 1.350 0.1 -0.3 0.2 -0.550
H 0.598 0.636 -2.157 -0.2 0.0 0.2 0.108
H 4.817 -1.467 -0.676 -0.1 0.1 0.2 0.278
N -0.017 0.339 0.825 0.0 0.3 0.2 -0.381
C -4.504 -1.785 1.508 0.3 0.4 -0.2 -0.521
H -1.102 -1.768 1.109 -0.2 0.0 -0.2 0.456
S 1.230 1.351 1.190 -0.1 -0.6 -1.0 1.232
H 6.905 -1.702 2.152 -0.2 -0.2 -0.2 0.321
H -2.964 2.062 -1.191 0.0 0.1 -0.2 0.333
```
Positions in Å, forces in eV/Å.

Properties
frontier orbital gap	9.012	eV
LUMO level	0.452	eV
ΔE to the lowest compared entry with this formula, charge and spin	357.3	kJ/mol
charge	0
strongest force on any atom	2.03	eV Å⁻¹

***

[3]
Entry from the Open Molecules 2025 dataset: a cluster of 2 separate species, C5H9NO in total at a distorted geometry (ωB97M-V/def2-TZVPD).

```
16
Properties=species:S:1:pos:R:3:forces:R:3:mulliken_charge:R:1
H -1.979 0.361 1.474 0.1 0.1 -0.1 0.324
C -0.812 -1.183 -0.449 0.1 0.0 -0.1 -1.306
H -1.437 -1.801 0.209 0.1 0.1 -0.1 0.427
H 0.737 -0.853 1.483 0.0 0.0 0.0 0.179
O 2.062 -0.680 -0.131 0.1 0.0 0.0 -0.671
H -0.025 -1.790 -0.901 -0.1 0.1 0.0 0.340
H 1.526 0.748 1.279 0.0 -0.2 -0.1 0.309
N 0.459 0.988 -1.640 1.0 -0.5 0.0 -0.559
C -0.201 -0.059 0.324 0.0 -0.1 0.1 0.882
H -1.456 -0.774 -1.231 0.1 -0.1 0.1 0.346
C 1.212 -0.130 0.677 -0.3 0.3 0.0 -0.166
H -0.587 1.434 1.833 0.0 -0.1 -0.1 0.355
C -1.111 0.876 1.050 0.0 0.0 0.0 -1.312
H 2.459 0.251 -2.224 -0.1 0.0 0.1 0.311
H -1.476 1.598 0.311 0.0 -0.1 0.1 0.347
C 1.517 0.502 -1.780 -0.9 0.5 0.0 0.194
```
Positions in Å, forces in eV/Å.

Properties
frontier orbital gap	9.241	eV
LUMO level	0.269	eV
ΔE to the lowest compared entry with this formula, charge and spin	415.5	kJ/mol
charge	0
strongest force on any atom	1.05	eV Å⁻¹

***

[4]
Entry from the Open Molecules 2025 dataset: a structure of composition H4NO2PS at a distorted geometry (ωB97M-V/def2-TZVPD).

```
9
Properties=species:S:1:pos:R:3:forces:R:3:mulliken_spin:R:1
S 2.513 0.079 0.428 0.4 -0.3 1.0 1.220
H 0.669 1.561 -0.772 0.0 0.7 -0.3 -0.025
N 0.476 0.639 -0.431 0.3 -0.5 0.7 0.779
P -0.694 0.447 0.814 0.2 0.9 -0.6 0.012
H -2.287 1.790 -0.364 0.0 0.7 0.6 -0.003
H 2.104 -0.267 1.701 0.1 0.1 -0.9 -0.027
O -1.891 0.944 -0.206 -0.6 -1.6 -0.1 0.031
H -0.348 -1.243 -0.250 0.0 -0.8 -0.2 0.002
O -0.665 -1.181 0.665 -0.5 0.8 -0.2 0.010
```
Positions in Å, forces in eV/Å.

Properties
<S²>	2.013
spin multiplicity	3
frontier orbital gap (spin up / spin down)	8.880 / 6.043	eV
LUMO level (spin up / spin down)	0.840 / -2.833	eV
ΔE to the lowest compared entry with this formula, charge and spin	107.1	kJ/mol
charge	0
strongest force on any atom	1.71	eV Å⁻¹